{"formula": "C5H11Br6N3O6", "method": "ωB97M-V/def2-TZVPD", "species": ["C", "N", "O", "O", "H", "H", "H", "C", "N", "O", "O", "H", "H", "H", "C", "N", "O", "O", "H", "H", "H", "C", "Br", "Br", "Br", "H", "C", "Br", "Br", "Br", "H"], "coordinates": [[1.549, 3.305, 0.766], [0.129, 2.737, 0.946], [-0.484, 2.516, -0.064], [-0.255, 2.596, 2.099], [1.779, 3.978, 1.573], [1.613, 3.839, -0.186], [2.172, 2.399, 0.743], [1.480, -3.912, -1.963], [0.325, -3.273, -2.581], [0.470, -2.304, -3.311], [-0.754, -3.705, -2.257], [1.268, -4.397, -1.005], [2.401, -3.335, -1.901], [1.696, -4.736, -2.716], [-0.831, -0.563, 0.867], [0.505, -0.524, 0.209], [1.242, 0.341, 0.613], [0.730, -1.381, -0.633], [-1.365, 0.366, 0.614], [-0.728, -0.724, 1.937], [-1.380, -1.452, 0.455], [0.648, 0.704, -4.577], [0.653, 0.302, -6.413], [-1.073, 1.521, -4.320], [2.032, 1.790, -3.924], [0.599, -0.278, -4.053], [-2.811, 0.836, 5.884], [-2.024, 1.526, 4.274], [-3.493, -0.974, 5.723], [-4.128, 2.015, 6.636], [-1.967, 0.789, 6.565]], "e_homo_ev": -9.7, "total_energy_ev": -442364.0765, "gap_ev": 9.620, "de_lowest_ev": 0.6005}